[1]
A cluster of 2 separate species, CH3Cl2OPS in total. Source: OMol25; level of theory: wB97M-V/def2-TZVPD.

Each line ends with the natural charge from an NBO analysis.
Geometry (Å):
C 0.659787 -0.150015 -0.097182  -0.72
O -1.087260 1.748301 1.571162  -0.73
P -1.196379 -0.182162 0.084655  0.63
S -1.391999 2.569106 2.761331  0.73
Cl 0.932776 0.081930 -1.882305  -0.07
Cl -1.729350 -1.671812 -1.261339  -0.33
H 1.236261 -0.918568 0.419625  0.25
H 1.175615 0.849590 0.278279  0.26
H -1.521444 0.760086 -0.971760  -0.01

Force components x, y, z for each atom (eV/Å):
C 0.876 3.237 -0.373
O 0.294 0.636 0.091
P -0.639 -0.370 -0.386
S -0.113 0.135 0.281
Cl 0.858 -0.649 0.204
Cl 0.190 -0.566 0.031
H -0.325 -0.479 -0.699
H -1.686 -1.926 -0.253
H 0.545 -0.017 1.104

Summary:
Energy (Eh): -1774.97874
Gap between HOMO and LUMO (spin up / spin down) (eV): 6.76 / 6.73
E_LUMO (spin up / spin down) (eV): -2.19 / -2.19
Energy relative to the best compared isomer or geometry (same formula, charge and spin) (kcal per mole): 115.8
Structure (SMILES): ClCPCl.O=S
Total charge: 0
Max |F| (hartree/bohr): 0.0656

=====

[2]
A structure of composition CH3Cl2OSn. Source: OMol25; level of theory: wB97M-V/def2-TZVPD.

Each line ends with the natural charge from an NBO analysis.
Geometry (Å):
Sn 3.650570 14.958000 10.828580  1.91
O 2.903180 15.321660 13.699290  -0.42
H 1.997900 15.072710 13.969520  0.46
C 0.468630 13.840460 15.199530  -0.36
Cl -1.414960 14.000450 15.157010  0.01
Cl 0.939590 12.136300 15.562570  0.03
H 0.862030 14.091300 14.214440  0.12
H 0.793020 14.502320 16.002520  0.25

Force components x, y, z for each atom (eV/Å):
Sn -0.213 0.138 1.046
O 1.012 0.055 -1.467
H -0.499 -0.009 0.332
C -2.089 -1.010 0.947
Cl 2.350 -0.075 -0.213
Cl -0.133 1.254 -0.350
H -0.481 -0.180 -0.122
H 0.054 -0.173 -0.173

Summary:
2S+1: 2
Energy (Eh): -1248.87846
Gap between HOMO and LUMO (spin up / spin down) (eV): 2.74 / 2.63
E_LUMO (spin up / spin down) (eV): -13.72 / -13.80
Energy relative to the best compared isomer or geometry (same formula, charge and spin) (kcal per mole): 11.0
Total charge: +2
Max |F| (hartree/bohr): 0.0487

=====

[3]
The molecule CH3Cl2PS. Source: OMol25; level of theory: wB97M-V/def2-TZVPD.

Each line ends with the natural charge from an NBO analysis.
Geometry (Å):
C 0.157350 -0.068231 0.131900  -0.73
P -0.182359 0.563496 2.995276  0.36
S -0.434537 -0.979619 1.685299  0.33
Cl -0.744564 -0.457785 4.629674  -0.26
Cl 0.936062 -2.809989 1.228558  -0.46
H 1.257599 -0.339336 0.044874  0.26
H 0.004732 0.972438 0.329395  0.24
H -0.125633 -0.672031 -0.701861  0.26

Force components x, y, z for each atom (eV/Å):
C 2.544 -2.096 1.747
P 0.527 -0.636 -1.070
S 0.126 0.964 -0.757
Cl -0.369 -0.175 0.710
Cl 0.137 0.241 0.088
H -1.004 0.814 0.807
H -0.455 0.463 -0.839
H -1.506 0.425 -0.685

Summary:
Energy (Eh): -1699.78878
Gap between HOMO and LUMO (spin up / spin down) (eV): 6.84 / 6.84
E_LUMO (spin up / spin down) (eV): -1.63 / -1.63
Energy relative to the best compared isomer or geometry (same formula, charge and spin) (kcal per mole): 62.6
Total charge: 0
Max |F| (hartree/bohr): 0.0725

=====

[4]
The molecule CH3Cl3NP. Source: OMol25; level of theory: wB97M-V/def2-TZVPD.

Each line ends with the natural charge from an NBO analysis.
Geometry (Å):
C 0.358518 -0.083249 0.231201  -0.45
N 1.352732 0.844905 0.040806  -0.73
P 3.161821 0.104184 -0.058011  1.23
Cl 4.406266 1.621270 -0.051434  -0.18
Cl 3.865949 -1.038726 1.345237  -0.18
Cl 3.706940 -0.813690 -1.807784  -0.24
H -0.350454 0.691430 0.599666  0.24
H 0.460217 -0.939270 0.952142  0.18
H -0.195813 -0.590777 -0.762500  0.14

Force components x, y, z for each atom (eV/Å):
C -3.212 -1.988 -1.399
N 6.788 -0.759 -0.390
P -5.001 2.220 -1.583
Cl 0.250 0.782 0.086
Cl 0.320 -1.102 1.063
Cl -0.052 -0.199 0.267
H -0.597 -1.045 0.149
H 0.033 0.910 -0.231
H 1.471 1.181 2.037

Summary:
Energy (Eh): -1816.54276
Gap between HOMO and LUMO (eV): 8.05
E_LUMO (eV): -0.21
Energy relative to the best compared isomer or geometry (same formula, charge and spin) (kcal per mole): 45.5
Structure (SMILES): CN=P(Cl)(Cl)Cl
Total charge: 0
Max |F| (hartree/bohr): 0.1330

=====

[5]
A structure of composition CH3Cl3O2SrY. Source: OMol25; level of theory: wB97M-V/def2-TZVPD.

Each line ends with the Mulliken charge.
Geometry (Å):
Sr -2.046692 -1.544153 0.506209  1.82
Y 0.300028 -1.519043 -2.538709  2.02
O -1.536310 -2.429985 -1.830263  -0.86
H -2.154212 -3.168185 -1.774101  0.37
O 0.107015 -0.743568 -0.449707  -0.63
H 0.818476 -0.421475 0.138469  0.22
C 0.863911 1.961279 1.082736  0.05
Cl -0.363011 1.197235 2.111409  -0.13
Cl 2.379258 1.076907 1.179748  -0.10
Cl 1.087867 3.651318 1.525459  -0.02
H 0.543670 1.939668 0.048750  0.27

Force components x, y, z for each atom (eV/Å):
Sr 0.352 0.606 0.500
Y -2.083 -0.292 3.053
O 1.637 1.112 -0.002
H 0.111 -0.355 -0.993
O 0.225 -1.178 -2.484
H 0.162 0.225 -0.051
C 0.463 1.344 -0.156
Cl -0.566 -0.364 0.162
Cl 0.106 -0.442 -0.067
Cl -0.158 -0.607 -0.036
H -0.249 -0.048 0.074

Summary:
Energy (Eh): -1638.98037
Gap between HOMO and LUMO (eV): 5.70
E_LUMO (eV): -13.73
Total charge: +3
Max |F| (hartree/bohr): 0.0721

=====

[6]
A cluster of 2 separate species, CH3Cl3Si in total. Source: OMol25; level of theory: wB97M-V/def2-TZVPD.

Each line ends with the natural charge from an NBO analysis.
Geometry (Å):
C 0.315785 -0.894575 0.230173  -0.68
Si 0.171683 0.993980 0.258877  1.30
Cl 0.890641 -1.535383 1.774132  0.03
Cl 1.476580 -1.338568 -1.154798  -0.03
Cl -2.358549 0.770521 -1.830688  -0.66
H -0.499988 -1.478147 -0.078638  0.28
H -0.880222 1.488193 1.307091  -0.11
H 0.884069 1.993979 -0.506148  -0.13

Force components x, y, z for each atom (eV/Å):
C 2.465 0.116 -0.950
Si -4.359 -0.411 -0.369
Cl 0.055 0.257 0.074
Cl -0.319 0.481 0.821
Cl 1.742 0.121 1.371
H -1.629 -0.021 -0.068
H 1.424 -0.431 -0.824
H 0.621 -0.111 -0.054

Summary:
Energy (Eh): -1709.87115
Gap between HOMO and LUMO (spin up / spin down) (eV): 6.70 / 6.70
E_LUMO (spin up / spin down) (eV): -2.53 / -2.53
Energy relative to the best compared isomer or geometry (same formula, charge and spin) (kcal per mole): 173.6
Total charge: 0
Max |F| (hartree/bohr): 0.0855

=====

[7]
A cluster of 2 separate species, CH3ClFOP in total. Source: OMol25; level of theory: wB97M-V/def2-TZVPD.

Each line ends with the natural charge from an NBO analysis.
Geometry (Å):
C 0.380079 -1.061128 -0.325453  -0.29
O 0.622079 0.401253 -0.343846  -0.81
F -2.302518 0.581991 0.422446  -0.75
P 0.168149 1.189685 0.963989  1.39
Cl 0.292546 3.025899 0.302650  -0.21
H -0.772236 -1.227568 -0.374307  0.26
H 0.743748 -1.460430 0.596816  0.19
H 0.868153 -1.449702 -1.242295  0.22

Force components x, y, z for each atom (eV/Å):
C -2.243 0.326 -1.260
O -0.331 -0.060 0.877
F 2.617 0.596 0.573
P -2.319 -1.708 -1.263
Cl -0.015 0.600 -0.220
H 2.015 0.478 0.034
H 0.476 -0.450 0.380
H -0.201 0.217 0.878

Summary:
Energy (Eh): -1016.50291
Gap between HOMO and LUMO (spin up / spin down) (eV): 8.41 / 8.42
E_LUMO (spin up / spin down) (eV): -1.67 / -1.67
Energy relative to the best compared isomer or geometry (same formula, charge and spin) (kcal per mole): 100.2
Total charge: 0
Max |F| (hartree/bohr): 0.0612

=====

[8]
A cluster of 2 separate species, CH3ClI2Si in total. Source: OMol25; level of theory: wB97M-V/def2-TZVPD.

Each line ends with the natural charge from an NBO analysis.
Geometry (Å):
C -1.827735 0.294791 0.450138  -0.43
Si 1.383895 -0.305170 -0.091295  0.52
Cl -2.245536 0.951014 1.911216  0.07
I 1.621493 1.189522 -2.069435  -0.23
I 1.873850 -2.637230 -0.892951  -0.21
H -1.713734 -0.762718 0.420863  0.21
H -1.740942 1.095757 -0.345300  0.23
H 2.648710 0.174033 0.616765  -0.16

Force components x, y, z for each atom (eV/Å):
C 0.937 1.734 -1.432
Si 0.754 0.159 -0.586
Cl -0.351 0.321 1.219
I -0.278 -0.207 0.231
I -0.242 0.598 0.334
H -0.095 -0.429 -0.528
H -0.043 -1.785 0.676
H -0.683 -0.390 0.086

Summary:
Energy (Eh): -1384.91744
Gap between HOMO and LUMO (spin up / spin down) (eV): 6.31 / 8.00
E_LUMO (spin up / spin down) (eV): -2.32 / -0.59
Energy relative to the best compared isomer or geometry (same formula, charge and spin) (kcal per mole): 116.2
Total charge: 0
Max |F| (hartree/bohr): 0.0474

=====

[9]
A cluster of 2 separate species, CH3ClI2Si in total. Source: OMol25; level of theory: wB97M-V/def2-TZVPD.

Each line ends with the natural charge from an NBO analysis.
Geometry (Å):
C -1.724055 0.878343 -0.028701  -0.41
Si 1.085674 -0.829274 0.084894  0.57
Cl -2.371143 0.890301 1.532471  0.04
I 2.628751 0.836554 1.058520  -0.20
I 1.452748 -1.007362 -2.313764  -0.20
H -1.939879 -0.075635 -0.548392  0.19
H -0.712882 1.396810 -0.246561  0.21
H 1.580786 -2.089735 0.461533  -0.20

Force components x, y, z for each atom (eV/Å):
C 2.213 -0.869 -0.745
Si -0.149 1.595 -0.523
Cl -0.013 0.405 0.238
I -0.298 -0.190 -0.088
I -0.131 0.165 -0.205
H 0.063 0.941 0.001
H -2.044 -0.600 0.516
H 0.360 -1.446 0.805

Summary:
Energy (Eh): -1384.91403
Gap between HOMO and LUMO (spin up / spin down) (eV): 7.94 / 6.74
E_LUMO (spin up / spin down) (eV): -0.55 / -2.12
Energy relative to the best compared isomer or geometry (same formula, charge and spin) (kcal per mole): 118.3
Total charge: 0
Max |F| (hartree/bohr): 0.0485

=====

[10]
A cluster of 2 separate species, CH3ClIN in total. Source: OMol25; level of theory: wB97M-V/def2-TZVPD.

Each line ends with the natural charge from an NBO analysis.
Geometry (Å):
C 0.732037 0.673752 -0.140965  0.21
N -0.330342 -0.029993 0.243380  -0.64
Cl 1.028967 2.203899 0.477357  0.18
I -1.776171 1.158272 -2.791924  -0.90
H 1.424648 0.279138 -0.865636  0.25
H -1.038843 0.437748 0.791126  0.44
H -0.662064 -0.774383 -0.357981  0.46

Force components x, y, z for each atom (eV/Å):
C -2.511 -0.713 0.611
N 2.146 1.734 -0.808
Cl -0.036 -0.571 -0.081
I 0.451 -0.216 0.558
H -0.006 -0.121 -0.145
H -0.114 0.060 0.083
H 0.070 -0.173 -0.217

Summary:
Energy (Eh): -852.48863
Gap between HOMO and LUMO (spin up / spin down) (eV): 5.05 / 5.05
E_LUMO (spin up / spin down) (eV): -2.19 / -2.19
Energy relative to the best compared isomer or geometry (same formula, charge and spin) (kcal per mole): 19.3
Total charge: 0
Max |F| (hartree/bohr): 0.0559

=====

[11]
The molecule CH3ClN2O2. Source: OMol25; level of theory: wB97M-V/def2-TZVPD.

Each line ends with the natural charge from an NBO analysis.
Geometry (Å):
C 1.113955 -0.692814 0.356593  -0.24
N -1.252507 -0.110098 -0.673146  0.03
N 0.108312 0.278179 0.370873  0.13
O 0.103161 1.368609 0.905433  -0.31
O -2.016297 0.983412 -0.629499  -0.51
Cl 2.597850 -0.062391 -0.485820  -0.07
H 1.433249 -0.917214 1.380688  0.23
H 0.769877 -1.574227 -0.181186  0.24
H -2.857602 0.726546 -1.043938  0.50

Force components x, y, z for each atom (eV/Å):
C 1.076 -0.358 0.007
N 2.798 0.375 1.797
N -4.802 0.051 -2.372
O 0.472 0.094 0.263
O 0.601 -0.065 0.341
Cl -0.171 -0.203 0.054
H -0.133 0.020 -0.276
H -0.039 0.179 0.113
H 0.199 -0.093 0.072

Summary:
Energy (Eh): -759.87175
Gap between HOMO and LUMO (spin up / spin down) (eV): 8.86 / 9.65
E_LUMO (spin up / spin down) (eV): 0.06 / -0.06
Energy relative to the best compared isomer or geometry (same formula, charge and spin) (kcal per mole): 87.7
Structure (SMILES): [O-]/[N+](CCl)=N\O
Total charge: 0
Max |F| (hartree/bohr): 0.1042

=====

[12]
The molecule CH3ClN2O2. Source: OMol25; level of theory: wB97M-V/def2-TZVPD.

Each line ends with the natural charge from an NBO analysis.
Geometry (Å):
C -1.167402 0.041947 -0.622447  -0.27
N 0.586998 -0.357664 0.930324  0.03
N 0.246352 0.026588 -0.251434  0.24
O 0.985213 0.509134 -1.126083  -0.46
O 1.903443 -0.105789 1.013721  -0.52
Cl -2.138485 0.621010 0.716188  0.00
H -1.152188 0.822385 -1.375196  0.25
H -1.556911 -0.959236 -1.025186  0.24
H 2.292979 -0.598373 1.740114  0.49

Force components x, y, z for each atom (eV/Å):
C -0.939 -0.794 -0.356
N -0.771 0.064 -1.505
N 0.688 -0.263 1.016
O 0.394 -0.183 0.065
O 1.275 0.355 -0.318
Cl -0.529 -0.146 0.186
H -0.359 -0.303 -0.219
H 0.824 1.483 0.751
H -0.584 -0.214 0.380

Summary:
Energy (Eh): -759.93847
Gap between HOMO and LUMO (eV): 10.06
E_LUMO (eV): 0.58
Energy relative to the best compared isomer or geometry (same formula, charge and spin) (kcal per mole): 45.8
Structure (SMILES): [O-]/[N+](CCl)=N\O
Total charge: 0
Max |F| (hartree/bohr): 0.0361

=====

Question: What is the total charge in the ninth record?
Answer: 0

=====

Question: Which formula does entry 1 have?
Answer: CH3Cl2OPS

=====

Repeat the first record exactly.
A cluster of 2 separate species, CH3Cl2OPS in total. Source: OMol25; level of theory: wB97M-V/def2-TZVPD.

Each line ends with the natural charge from an NBO analysis.
Geometry (Å):
C 0.659787 -0.150015 -0.097182  -0.72
O -1.087260 1.748301 1.571162  -0.73
P -1.196379 -0.182162 0.084655  0.63
S -1.391999 2.569106 2.761331  0.73
Cl 0.932776 0.081930 -1.882305  -0.07
Cl -1.729350 -1.671812 -1.261339  -0.33
H 1.236261 -0.918568 0.419625  0.25
H 1.175615 0.849590 0.278279  0.26
H -1.521444 0.760086 -0.971760  -0.01

Force components x, y, z for each atom (eV/Å):
C 0.876 3.237 -0.373
O 0.294 0.636 0.091
P -0.639 -0.370 -0.386
S -0.113 0.135 0.281
Cl 0.858 -0.649 0.204
Cl 0.190 -0.566 0.031
H -0.325 -0.479 -0.699
H -1.686 -1.926 -0.253
H 0.545 -0.017 1.104

Summary:
Energy (Eh): -1774.97874
Gap between HOMO and LUMO (spin up / spin down) (eV): 6.76 / 6.73
E_LUMO (spin up / spin down) (eV): -2.19 / -2.19
Energy relative to the best compared isomer or geometry (same formula, charge and spin) (kcal per mole): 115.8
Structure (SMILES): ClCPCl.O=S
Total charge: 0
Max |F| (hartree/bohr): 0.0656